# 1
A molecular structure, C24H64CoF2NO12S2, computed with wB97M-V/def2-TZVPD.

Summary:
Total charge: +1
Spin multiplicity: 4
Frontier orbital gap (alpha / beta), eV: 4.2 / 2.5
Expectation value of S²: 3.77
HOMO energy (alpha / beta), eV: -10.9 / -10.9

Each line ends with the Mulliken spin population.
CARTESIAN COORDINATES (ANGSTROEM)
Co (-1.78903, 12.40503, 25.83425)  2.000
N (-3.43511, 14.36657, 29.16541)  0.246
S (-4.58129, 14.32637, 30.02369)  -0.115
O (-5.55112, 15.42166, 30.02526)  0.344
O (-4.53503, 13.58671, 31.30932)  0.527
F (-5.33139, 13.21932, 29.06399)  -0.005
S (-2.77801, 15.72528, 30.07014)  -0.009
O (-2.64349, 15.60697, 31.53333)  -0.001
O (-2.93361, 17.02467, 29.44192)  0.014
F (-1.23511, 15.50831, 29.71144)  0.000
C (-6.11232, 16.37618, 23.72627)  0.000
C (-6.65052, 15.00994, 23.30494)  0.000
C (-7.21223, 14.94501, 21.89674)  0.000
O (-5.56879, 14.05070, 23.35373)  0.000
H (-6.33339, 16.51479, 24.78458)  0.000
H (-6.52953, 17.16372, 23.09873)  0.000
H (-5.02475, 16.44607, 23.74697)  0.000
H (-7.51186, 14.81267, 23.94313)  0.000
H (-8.13297, 15.52075, 21.80273)  0.000
H (-7.39593, 13.89261, 21.68037)  0.000
H (-6.44208, 15.33096, 21.22890)  0.000
H (-5.86997, 13.25198, 22.91448)  0.000
C (2.65318, 22.14095, 27.34180)  0.000
C (3.72582, 21.06344, 27.07697)  0.000
C (4.14806, 21.09808, 25.57376)  0.000
O (4.80286, 21.39014, 27.86974)  0.000
H (3.02538, 23.13136, 27.07978)  0.000
H (2.32250, 22.10060, 28.37964)  0.000
H (1.68739, 21.93262, 26.88141)  0.000
H (3.36027, 20.07080, 27.33989)  0.000
H (3.26544, 20.97602, 24.94594)  0.000
H (5.00403, 20.48951, 25.28215)  0.000
H (4.56636, 22.08102, 25.35710)  0.000
H (4.86644, 22.33733, 27.72694)  0.000
C (-13.99357, 11.08087, 33.22457)  0.000
C (-13.04808, 9.89470, 33.28938)  0.000
C (-11.66706, 10.20630, 32.86721)  0.000
O (-13.00105, 9.40747, 34.69248)  0.000
H (-13.60143, 11.90319, 33.82299)  0.000
H (-14.97330, 10.80697, 33.61597)  0.000
H (-14.19765, 11.49767, 32.23830)  0.000
H (-13.60436, 9.28404, 32.57822)  0.000
H (-11.13229, 9.25836, 32.92673)  0.000
H (-11.22618, 10.92466, 33.55836)  0.000
H (-11.51087, 10.59578, 31.86122)  0.000
H (-12.08686, 9.20017, 34.89959)  0.000
C (-14.43409, 17.16985, 25.69618)  0.000
C (-13.09585, 16.89989, 26.27644)  0.000
C (-12.41347, 17.97678, 27.13780)  0.000
O (-13.21061, 15.85881, 27.22982)  0.000
H (-15.24751, 17.13917, 26.42110)  0.000
H (-14.65870, 16.42553, 24.93222)  0.000
H (-14.36378, 18.09458, 25.12342)  0.000
H (-12.42827, 16.55186, 25.48821)  0.000
H (-12.32629, 18.89189, 26.55207)  0.000
H (-11.47949, 17.52817, 27.47623)  0.000
H (-12.98262, 18.32155, 28.00112)  0.000
H (-13.77616, 16.16995, 27.94041)  0.000
C (-6.46417, 9.31073, 37.50336)  0.000
C (-6.54738, 10.29364, 38.68777)  0.000
C (-7.98202, 10.84978, 38.88232)  0.000
O (-6.32507, 9.61221, 39.85135)  0.000
H (-6.69542, 9.85791, 36.58946)  0.000
H (-7.15178, 8.49446, 37.72469)  0.000
H (-5.46936, 8.86887, 37.56003)  0.000
H (-5.82012, 11.09950, 38.58881)  0.000
H (-8.20305, 11.52093, 38.05237)  0.000
H (-8.17828, 11.46325, 39.76165)  0.000
H (-8.74612, 10.07856, 38.78483)  0.000
H (-6.98764, 8.91950, 39.90372)  0.000
C (-3.71778, 6.73302, 27.94429)  0.000
C (-3.99593, 6.78301, 26.44191)  0.000
C (-5.47009, 6.46469, 26.05595)  0.000
O (-3.59587, 7.95253, 25.77681)  0.000
H (-4.13899, 5.82321, 28.37198)  0.000
H (-4.23230, 7.59814, 28.36255)  0.000
H (-2.65464, 6.71842, 28.18431)  0.000
H (-3.37878, 5.95732, 26.08769)  0.000
H (-6.16564, 7.28735, 26.22191)  0.000
H (-5.82572, 5.60508, 26.62403)  0.000
H (-5.58623, 6.21049, 25.00239)  0.000
H (-3.72387, 7.75365, 24.84640)  0.000
C (3.13804, 10.64313, 34.37865)  0.000
C (1.99804, 9.91324, 33.65925)  0.000
C (1.08541, 9.14304, 34.56563)  0.000
O (1.24753, 10.87939, 33.03032)  0.000
H (2.90884, 11.24522, 35.25789)  0.000
H (3.64104, 11.29463, 33.66406)  0.000
H (3.84011, 9.83808, 34.59563)  0.000
H (2.34034, 9.24602, 32.86819)  0.000
H (1.44573, 8.11508, 34.60510)  0.000
H (0.03710, 9.19381, 34.27143)  0.000
H (1.12480, 9.52799, 35.58463)  0.000
H (1.19269, 11.59379, 33.66927)  0.000
C (4.39229, 11.70382, 27.51589)  0.000
C (3.46408, 10.58594, 26.94253)  0.000
C (3.89768, 9.19139, 27.48496)  0.000
O (2.19877, 10.85628, 27.50818)  0.000
H (4.27854, 11.91766, 28.57863)  0.000
H (4.22458, 12.63963, 26.98274)  0.000
H (5.44585, 11.42570, 27.48805)  0.000
H (3.55475, 10.48805, 25.86072)  0.000
H (4.40149, 9.31788, 28.44323)  0.000
H (4.76317, 8.78015, 26.96544)  0.000
H (3.07924, 8.47314, 27.43600)  0.000
H (2.47096, 10.90492, 28.42750)  0.000

***

# 2
8 unconnected molecules or ions with the total composition C24H64O24S8, computed with wB97M-V/def2-TZVPD.

Summary:
ΔE to the lowest compared entry with this formula, charge and spin, eV: 1.886
Total charge: 0
Frontier orbital gap, eV: 10.8
HOMO energy, eV: -11.1

Each line ends with the Mulliken charge.
CARTESIAN COORDINATES (ANGSTROEM)
O (3.51836, 5.58341, 4.87155)  -0.593
S (3.39328, 4.58794, 3.87457)  1.123
O (2.90395, 3.24992, 4.09687)  -0.537
O (2.45593, 5.19966, 2.70117)  -0.438
C (2.02466, 4.29141, 1.67802)  0.850
C (1.26216, 5.18323, 0.68636)  -1.359
C (5.00063, 4.45656, 2.95914)  -0.974
H (1.29644, 3.56494, 2.02066)  -0.408
H (2.90820, 3.83998, 1.22899)  0.386
H (0.74802, 5.97104, 1.23615)  0.447
H (0.56274, 4.64026, 0.05797)  0.211
H (2.00652, 5.73026, 0.10141)  0.332
H (4.92818, 3.63670, 2.25165)  0.300
H (5.74989, 4.21254, 3.70627)  0.409
H (5.08488, 5.43719, 2.50302)  0.336
O (-0.93788, -5.54227, 5.27954)  -0.649
S (0.22190, -4.93177, 4.67345)  1.194
O (1.55341, -5.27464, 5.09798)  -0.605
O (0.13007, -5.08662, 3.06893)  -0.224
C (-1.21779, -5.12594, 2.54101)  -0.298
C (-1.07303, -5.40142, 1.04700)  -0.959
C (0.04017, -3.15473, 4.79716)  -0.807
H (-1.77205, -4.19725, 2.68053)  0.326
H (-1.73470, -5.95522, 3.01763)  0.393
H (-0.49175, -6.31825, 0.92797)  0.433
H (-0.45788, -4.63908, 0.56655)  0.087
H (-2.07005, -5.52021, 0.62787)  0.245
H (0.69802, -2.65371, 4.09421)  0.046
H (0.27080, -2.84342, 5.81631)  0.499
H (-0.97443, -2.79455, 4.63659)  0.314
O (7.06758, -4.81665, 2.00140)  -0.606
S (6.33643, -3.58115, 2.04948)  1.185
O (6.98586, -2.29740, 1.96157)  -0.614
O (5.23821, -3.68497, 0.84202)  -0.321
C (4.65684, -2.47112, 0.37040)  -0.378
C (3.27136, -2.75734, -0.16177)  -0.757
C (5.20804, -3.61151, 3.42997)  -0.646
H (5.31299, -2.00529, -0.36796)  0.248
H (4.59899, -1.74762, 1.19237)  0.376
H (2.86176, -1.88285, -0.66064)  0.162
H (2.56941, -3.25190, 0.50389)  0.174
H (3.41345, -3.48133, -0.97651)  0.423
H (4.42179, -2.86824, 3.28618)  0.089
H (5.77318, -3.43980, 4.34158)  0.386
H (4.64039, -4.54047, 3.46402)  0.313
O (-3.60883, -1.77594, -0.22303)  -0.486
S (-4.38753, -2.94528, -0.53677)  1.134
O (-4.65690, -3.86156, 0.53212)  -0.634
O (-5.79212, -2.51767, -1.21671)  -0.338
C (-5.67094, -1.54863, -2.26829)  -0.031
C (-7.01763, -0.84364, -2.51558)  -1.266
C (-3.58157, -3.81459, -1.88808)  -0.562
H (-5.39463, -2.09007, -3.17423)  0.263
H (-4.95736, -0.73991, -2.11778)  0.258
H (-7.56983, -1.35439, -3.30327)  0.306
H (-6.82052, 0.16491, -2.87821)  0.357
H (-7.64279, -0.75716, -1.62993)  0.337
H (-2.93179, -4.58299, -1.48341)  0.273
H (-3.06742, -3.07974, -2.50022)  -0.053
H (-4.39472, -4.24905, -2.46896)  0.472
O (-0.59078, -1.03921, 2.42591)  -0.597
S (0.57498, -0.48053, 1.77798)  1.014
O (1.90088, -0.60432, 2.33588)  -0.635
O (0.62664, -1.11402, 0.27354)  -0.217
C (-0.61616, -1.35384, -0.42350)  0.185
C (-0.26336, -1.59810, -1.87289)  -0.959
C (0.29723, 1.21228, 1.22503)  -0.229
H (-1.29185, -0.51515, -0.26659)  0.539
H (-1.07970, -2.23145, 0.02029)  -0.084
H (-1.12039, -1.70161, -2.53170)  -0.062
H (0.34923, -2.50540, -1.92449)  0.367
H (0.45334, -0.89020, -2.29700)  0.256
H (0.29177, 1.77846, 2.15285)  -0.434
H (-0.68760, 1.22515, 0.76676)  0.273
H (1.07161, 1.55338, 0.54703)  0.329
O (-1.24389, 2.27884, -1.83502)  -0.495
S (-0.51488, 2.99656, -2.85396)  0.986
O (-1.03977, 4.14864, -3.53682)  -0.635
O (0.93619, 3.36203, -2.20166)  -0.239
C (1.63523, 4.41285, -2.88208)  -0.280
C (3.12375, 4.15049, -2.66776)  -1.195
C (0.05762, 1.78317, -4.09114)  -0.934
H (1.44871, 5.35005, -2.35350)  0.321
H (1.51355, 4.60429, -3.94802)  0.502
H (3.68638, 5.07584, -2.77686)  0.376
H (3.53192, 3.47924, -3.42945)  0.369
H (3.24090, 3.63810, -1.71341)  0.194
H (0.47577, 1.00739, -3.45939)  0.214
H (0.76991, 2.39559, -4.63821)  0.421
H (-0.80206, 1.49144, -4.68672)  0.398
O (-2.16487, 0.51760, -7.13056)  -0.584
S (-1.82545, -0.87633, -7.03700)  1.272
O (-2.68793, -1.94059, -7.50162)  -0.683
O (-0.41859, -1.10451, -7.80021)  -0.356
C (0.50384, 0.01177, -7.75032)  0.143
C (0.46810, 0.80133, -9.04895)  -1.203
C (-1.41003, -1.30057, -5.28921)  -1.129
H (1.46769, -0.50070, -7.75100)  0.368
H (0.37634, 0.60381, -6.84757)  -0.006
H (1.12276, 1.67209, -9.05851)  0.362
H (-0.52512, 1.23931, -9.17986)  0.315
H (0.68353, 0.12082, -9.86866)  0.317
H (-0.41031, -0.96913, -5.02074)  0.352
H (-1.43708, -2.38611, -5.29465)  0.489
H (-2.17550, -0.79759, -4.70519)  0.415
O (-1.77059, 2.73657, 3.00636)  -0.552
S (-1.41113, 3.49961, 4.18168)  1.215
O (-0.71257, 4.75135, 4.14395)  -0.617
O (-2.75041, 3.77922, 5.05711)  -0.294
C (-3.80645, 2.80830, 4.93335)  -0.050
C (-4.71728, 2.98074, 6.14984)  -1.286
C (-0.48270, 2.42522, 5.29101)  -0.873
H (-3.35220, 1.81596, 5.01193)  0.233
H (-4.38110, 2.83272, 4.00985)  0.280
H (-4.15711, 3.10287, 7.07182)  0.322
H (-5.28998, 2.05168, 6.19845)  0.391
H (-5.41161, 3.80199, 5.98288)  0.316
H (0.57247, 2.68855, 5.30732)  0.283
H (-0.63989, 1.37253, 5.07032)  0.231
H (-0.88239, 2.63893, 6.28291)  0.438